(1)
# C6H12

An isolated molecule of C6H12 at a distorted geometry (ωB97M-V with the def2-TZVPD basis set, OMol25).

Structure (ORCA input):
```
! RIJCOSX wB97M-V def2-TZVPD def2/J DEFGRID3
* xyz 0 1
C 1.38 0.69 0.67
C 1.52 -0.56 -0.17
C 0.14 -1.23 -0.40
C -0.76 -1.40 0.79
C -1.12 -0.39 -0.28
C -1.24 1.44 0.14
H 1.81 1.60 0.22
H 0.28 0.93 0.62
H 1.71 0.59 1.71
H 2.15 -1.33 0.29
H 1.94 -0.33 -1.16
H 0.23 -2.05 -1.13
H -0.38 -0.92 1.69
H -1.31 -2.32 1.00
H -1.97 -0.55 -0.96
H -2.12 1.37 0.76
H -1.42 1.84 -0.85
H -0.68 2.32 0.63
*
```

Computed properties:
Highest occupied orbital energy   -9.34 eV
Max |F|   0.053 Eh/bohr
Total energy   -6412.96212 eV
E_LUMO   1.163 eV
Orbital gap   10.503 eV
SMILES string   CC[C@H]1C[C@H]1C


(2)
# C6H12

An isolated molecule of C6H12 at a distorted geometry (ωB97M-V with the def2-TZVPD basis set, OMol25).

Structure (ORCA input):
```
! RIJCOSX wB97M-V def2-TZVPD def2/J DEFGRID3
* xyz 0 1
C -2.88 -0.20 0.19
C -1.49 -0.16 -0.46
C -0.37 -0.36 0.26
C 1.01 -0.12 -0.30
C 2.17 -1.09 0.04
C 1.22 1.42 0.11
H -3.30 0.79 -0.17
H -3.60 -0.98 -0.41
H -2.84 -0.29 1.27
H -1.47 0.14 -1.52
H -0.37 -0.42 1.34
H 0.82 -0.05 -1.40
H 1.83 -2.22 -0.09
H 2.61 -1.20 1.09
H 2.99 -0.78 -0.75
H 1.68 1.44 1.22
H 0.00 1.87 0.15
H 1.99 2.23 -0.58
*
```

Computed properties:
Highest occupied orbital energy   -8.87 eV
Max |F|   0.082 Eh/bohr
Total energy   -6413.45293 eV
E_LUMO   1.099 eV
Orbital gap   9.973 eV
SMILES string   C/C=C/C(C)C


(3)
# C6H12

A cluster of 2 separate species, C6H12 in total (ωB97M-V with the def2-TZVPD basis set, OMol25).

Structure (ORCA input):
```
! RIJCOSX wB97M-V def2-TZVPD def2/J DEFGRID3
* xyz 0 1
C -1.10 -1.27 -0.68
C -0.37 0.04 -0.79
C 0.89 0.18 -0.45
C 2.12 -0.55 -0.13
C 2.15 0.88 -0.69
H -0.89 -1.83 -1.60
H -0.74 -1.87 0.17
H -2.18 -1.16 -0.59
H -0.92 0.90 -1.19
H 2.44 -0.67 0.90
H 2.36 -1.39 -0.78
H 2.39 1.00 -1.75
H 2.52 1.67 -0.04
C -1.74 0.81 1.52
H -1.75 1.79 2.00
H -2.52 0.78 0.75
H -1.91 0.01 2.24
H -0.75 0.68 1.09
*
```

Computed properties:
Highest occupied orbital energy   -8.85 eV
Max |F|   0.014 Eh/bohr
Total energy   -6414.17822 eV
E_LUMO   1.080 eV
Orbital gap   9.935 eV
SMILES string   CC=C1CC1.C


(4)
# C6H12

An isolated molecule of C6H12 at a distorted geometry (ωB97M-V with the def2-TZVPD basis set, OMol25).

Structure (ORCA input):
```
! RIJCOSX wB97M-V def2-TZVPD def2/J DEFGRID3
* xyz 0 1
C -0.76 1.19 -2.29
C -0.99 0.42 -1.21
C -0.05 -0.79 -0.94
C -0.11 -1.32 0.51
C 0.07 -0.26 1.63
C 1.13 0.79 1.43
H 0.18 0.90 -2.84
H -1.33 1.86 -2.83
H -1.60 0.75 -0.37
H -0.50 -1.64 -1.50
H 0.88 -0.59 -1.48
H -1.06 -1.94 0.61
H 0.68 -2.11 0.69
H 0.25 -0.77 2.63
H -0.99 0.25 1.93
H 1.65 1.02 2.40
H 0.83 1.78 1.08
H 1.73 0.48 0.55
*
```

Computed properties:
Highest occupied orbital energy   -9.30 eV
Max |F|   0.076 Eh/bohr
Total energy   -6414.66749 eV
E_LUMO   1.203 eV
Orbital gap   10.507 eV
SMILES string   C=CCCCC


- Which of these has the lowest orbital gap?
  number 3


- Which of these has the highest max |F|?
  number 2


- Among the records above, which one has the highest max |F|?
  number 2


Repeat the third record exactly.
# C6H12

A cluster of 2 separate species, C6H12 in total (ωB97M-V with the def2-TZVPD basis set, OMol25).

Structure (ORCA input):
```
! RIJCOSX wB97M-V def2-TZVPD def2/J DEFGRID3
* xyz 0 1
C -1.10 -1.27 -0.68
C -0.37 0.04 -0.79
C 0.89 0.18 -0.45
C 2.12 -0.55 -0.13
C 2.15 0.88 -0.69
H -0.89 -1.83 -1.60
H -0.74 -1.87 0.17
H -2.18 -1.16 -0.59
H -0.92 0.90 -1.19
H 2.44 -0.67 0.90
H 2.36 -1.39 -0.78
H 2.39 1.00 -1.75
H 2.52 1.67 -0.04
C -1.74 0.81 1.52
H -1.75 1.79 2.00
H -2.52 0.78 0.75
H -1.91 0.01 2.24
H -0.75 0.68 1.09
*
```

Computed properties:
Highest occupied orbital energy   -8.85 eV
Max |F|   0.014 Eh/bohr
Total energy   -6414.17822 eV
E_LUMO   1.080 eV
Orbital gap   9.935 eV
SMILES string   CC=C1CC1.C